Entry 1:
An isolated molecule of C4H10SSi. Source: the Open Molecules 2025 dataset; level of theory: ωB97M-V/def2-TZVPD.

Each line ends with the natural charge from an NBO analysis.
Positions of all 16 atoms, in Å:
C (-2.141786, -1.169977, -0.442665)  -0.46
C (-0.501837, -1.309068, 0.067153)  -1.11
C (2.345737, 0.203964, -0.715948)  -1.13
C (0.242487, 1.778818, 1.013298)  -1.16
Si (0.691806, 0.069736, 0.232673)  1.86
S (-3.197025, 0.482696, -0.439356)  -0.57
H (-2.101763, -1.428225, -1.517182)  0.20
H (-2.513869, -2.033681, 0.175715)  0.19
H (-0.608199, -1.584796, 1.150538)  0.27
H (-0.451738, -2.327353, -0.497288)  0.30
H (2.803471, -0.685357, -0.883513)  0.24
H (2.183921, 0.682785, -1.668607)  0.27
H (2.974551, 0.902223, -0.000903)  0.25
H (-0.302650, 1.689237, 1.886700)  0.27
H (1.160816, 2.467499, 1.253350)  0.26
H (-0.583920, 2.261496, 0.386040)  0.32

Forces on atoms 1 to 2 (eV/Å):
C -0.73 1.68 0.13
C -1.52 -1.53 -0.02

Entry 2:
A 2-piece molecular cluster, C7H13O overall. Source: the Open Molecules 2025 dataset; level of theory: ωB97M-V/def2-TZVPD.

Each line ends with the natural charge from an NBO analysis.
Positions of all 21 atoms, in Å:
C (-3.134037, 0.077296, -0.242122)  0.02
O (-4.011459, -0.833925, -0.666055)  -0.94
C (-1.663483, -0.426211, -0.359918)  -0.54
C (-0.632974, 0.613412, -0.575668)  0.01
C (0.726270, 0.559391, -0.488541)  -0.16
C (1.551073, 1.702337, -0.391354)  -0.27
C (1.309384, -0.836828, -0.291639)  -0.42
C (1.681962, -1.130647, 1.175018)  -0.62
H (-3.253108, 0.314707, 0.861281)  0.06
H (-3.226634, 1.094136, -0.716800)  0.06
H (-1.743481, -1.181871, -1.151763)  0.25
H (-1.416737, -0.930037, 0.582912)  0.21
H (3.008151, 1.325491, 1.070063)  -0.28
H (-1.056765, 1.589552, -0.836126)  0.18
H (1.104933, 2.683049, -0.459071)  0.20
H (2.597160, 1.504869, -0.524298)  0.22
H (0.638585, -1.629811, -0.610514)  0.22
H (2.192496, -0.824562, -0.944612)  0.19
H (1.926955, -0.180312, 1.619066)  0.24
H (0.866782, -1.690779, 1.636845)  0.20
H (2.534934, -1.799261, 1.313288)  0.19

Forces on atoms 1 to 2 (eV/Å):
C -0.60 -0.13 0.70
O 0.01 0.05 -0.13

Output
* charge: -1

Entry 3:
C52H45ClGe2IN6O6Ti as an isolated structure. Source: the Open Molecules 2025 dataset; level of theory: ωB97M-V/def2-TZVPD.

Each line ends with the Mulliken charge.
Positions of all 114 atoms, in Å:
Ti (-0.747845, 0.219179, 0.436946)  -0.22
C (-1.352996, -2.099129, 3.926579)  -0.69
C (-0.201097, -2.636543, 3.137986)  0.83
N (0.149851, -3.876256, 3.449855)  -0.62
C (1.162030, -4.448952, 2.816206)  -0.93
C (1.977194, -3.785228, 1.919787)  0.20
C (3.000013, -4.601568, 1.177200)  -1.12
O (2.507438, -4.913196, -0.118552)  -0.44
C (1.691394, -2.436664, 1.648964)  0.82
C (2.718372, -1.574726, 1.048269)  -0.24
N (2.589534, -0.312646, 1.058146)  0.33
C (3.580704, 0.566382, 0.624540)  0.34
C (4.927948, 0.263142, 0.425781)  -0.76
C (5.812954, 1.237571, -0.001401)  -0.95
C (5.374134, 2.532237, -0.242376)  -0.69
C (4.042569, 2.864598, -0.030527)  -0.63
C (3.175966, 1.881944, 0.410520)  0.55
I (1.192714, 2.428794, 0.882098)  0.28
C (0.501210, -1.907459, 2.160780)  -0.39
O (0.029393, -0.703371, 1.725198)  1.52
H (-1.515159, -2.770957, 4.765433)  0.57
H (-2.264539, -2.084151, 3.333829)  0.06
H (-1.155310, -1.098774, 4.307010)  0.13
H (1.346476, -5.491048, 3.052009)  0.38
H (3.196036, -5.517575, 1.741136)  0.43
H (3.954175, -4.097116, 1.034070)  0.37
H (1.686211, -5.410278, -0.023499)  0.37
H (3.611661, -2.075710, 0.679040)  -0.16
H (5.286859, -0.739733, 0.615518)  0.58
H (6.853540, 0.984669, -0.151876)  0.41
H (6.067629, 3.290188, -0.576853)  0.43
H (3.696304, 3.875394, -0.193646)  0.48
O (-5.963879, -2.006818, 2.574046)  -0.56
C (-5.545388, -1.293519, 3.611946)  0.44
O (-6.127760, -1.293663, 4.659979)  -0.58
C (-4.298705, -0.477901, 3.439241)  0.22
C (-3.728618, 0.264566, 4.454333)  -0.10
Cl (-4.179037, 0.390392, 6.078491)  -0.10
N (-2.601937, 0.852709, 3.969199)  0.21
N (-2.391133, 0.503805, 2.687585)  0.19
C (-3.393786, -0.297059, 2.369267)  -0.94
C (-3.374930, -0.944902, 1.039285)  1.09
O (-4.281217, -1.624127, 0.619196)  -0.81
O (-2.282053, -0.724870, 0.323132)  -0.16
C (-1.680344, 1.692056, 4.664740)  -0.16
C (-2.144853, 2.706377, 5.492118)  -0.39
C (-1.229238, 3.536671, 6.117239)  -0.93
C (0.132910, 3.365573, 5.907673)  -0.59
C (0.579928, 2.360338, 5.063308)  -1.00
C (-0.324865, 1.515171, 4.439850)  0.49
H (-5.392551, -1.898376, 1.782189)  0.44
H (-3.203253, 2.863132, 5.631981)  0.54
H (-1.586608, 4.328545, 6.760293)  0.42
H (0.841769, 4.014446, 6.402623)  0.42
H (1.638211, 2.227003, 4.886045)  0.48
H (0.017880, 0.739332, 3.768466)  0.35
C (-3.026209, 1.115925, -3.249851)  -1.38
C (-2.483006, 0.697271, -2.033941)  0.29
N (-1.936050, 1.490491, -1.122648)  1.21
C (-1.975462, 2.838024, -1.390166)  0.07
C (-2.379289, 3.328407, -2.640151)  0.84
C (-2.909341, 2.428973, -3.585067)  -1.04
C (-2.332174, 4.730108, -2.926092)  -1.03
C (-2.018349, 5.620316, -1.967480)  -1.09
C (-1.774980, 5.171208, -0.632700)  1.21
C (-1.612252, 6.073726, 0.431599)  -0.86
C (-1.466950, 5.589078, 1.699920)  -1.24
C (-1.446258, 4.201050, 1.887215)  0.33
N (-1.557040, 3.321905, 0.912247)  0.09
C (-1.744274, 3.796225, -0.339249)  -0.43
H (-3.469598, 0.387088, -3.910393)  0.55
H (-2.503208, -0.356252, -1.797776)  0.13
H (-3.245562, 2.799379, -4.544201)  0.47
H (-2.573011, 5.054846, -3.929716)  0.46
H (-1.986957, 6.681270, -2.177168)  0.44
H (-1.612728, 7.137890, 0.233281)  0.46
H (-1.360316, 6.246062, 2.550653)  0.49
H (-1.312705, 3.807464, 2.877703)  0.16
C (3.548886, 0.288020, -2.847361)  -1.25
Ge (2.748214, -1.491205, -2.532930)  1.97
C (2.467634, -2.247271, -4.332886)  -1.41
C (4.281818, -2.503426, -1.822662)  -1.27
Ge (0.416491, -1.197770, -1.518937)  0.59
C (0.148632, -0.103503, -3.185361)  1.22
C (-0.297238, -0.690492, -4.370235)  -0.87
C (-0.290357, 0.010627, -5.568963)  -1.00
C (0.161772, 1.321244, -5.607357)  -0.88
C (0.596758, 1.928936, -4.435701)  -1.29
C (0.584143, 1.221047, -3.243654)  -0.04
C (-0.519345, -2.908883, -1.881051)  1.35
C (0.266447, -4.012681, -2.219012)  -1.08
C (-0.302054, -5.237489, -2.541515)  -0.98
C (-1.679429, -5.392798, -2.511982)  -0.77
C (-2.475468, -4.320839, -2.138188)  -1.20
C (-1.899895, -3.098890, -1.817388)  -0.16
H (3.755601, 0.371331, -3.914608)  0.54
H (4.493158, 0.358049, -2.310560)  0.43
H (2.926054, 1.132760, -2.562328)  0.12
H (3.399956, -2.748639, -4.593946)  0.57
H (2.293847, -1.439018, -5.041149)  0.38
H (1.657085, -2.965345, -4.414882)  0.27
H (4.999562, -2.505901, -2.644589)  0.53
H (4.046922, -3.527206, -1.555267)  0.41
H (4.759109, -2.004881, -0.981054)  0.18
H (-0.645577, -1.717710, -4.360324)  0.39
H (-0.624716, -0.473082, -6.477833)  0.48
H (0.181562, 1.865176, -6.542981)  0.42
H (0.953541, 2.951827, -4.453285)  0.51
H (0.956861, 1.708703, -2.345592)  0.42
H (1.346186, -3.933634, -2.213183)  0.28
H (0.335383, -6.070362, -2.809037)  0.50
H (-2.128394, -6.344695, -2.762081)  0.40
H (-3.549848, -4.434057, -2.079621)  0.49
H (-2.563438, -2.310342, -1.488879)  0.41

Forces on atoms 1 to 2 (eV/Å):
Ti 0.42 0.82 0.11
C 0.04 -0.03 0.03

Output
* charge: +1

Entry 4:
An isolated molecule of C26H29N3O4. Source: the Open Molecules 2025 dataset; level of theory: ωB97M-V/def2-TZVPD.

Each line ends with the natural charge from an NBO analysis.
Positions of all 62 atoms, in Å:
C (0.597044, -2.139812, -3.749668)  -0.26
O (0.210880, -1.963972, -2.405538)  -0.57
C (0.564545, -3.061785, -1.589383)  -0.07
C (0.042836, -2.822838, -0.175013)  -0.24
N (0.664740, -1.664333, 0.433335)  -0.44
C (1.863887, -1.854924, 1.043862)  0.66
O (2.456640, -2.919286, 0.954254)  -0.63
C (2.394752, -0.709564, 1.818571)  -0.10
C (3.493262, -0.922708, 2.646157)  -0.18
C (4.016012, 0.115234, 3.392008)  -0.22
C (3.444005, 1.375498, 3.310978)  -0.18
C (2.350352, 1.593789, 2.491492)  -0.19
C (1.814804, 0.554602, 1.745190)  0.01
C (0.663697, 0.785632, 0.808731)  -0.34
C (1.258612, 1.424597, -0.459469)  0.70
O (1.712322, 2.552509, -0.401552)  -0.65
N (1.259167, 0.690938, -1.582182)  -0.65
C (1.787690, 1.229390, -2.814332)  -0.25
C (0.724798, 1.874584, -3.731090)  0.10
C (-0.078147, 2.983864, -3.042031)  -0.44
C (-1.301756, 2.244482, -2.495357)  -0.44
C (-1.391089, 0.984511, -3.371087)  -0.08
O (-0.233581, 0.940004, -4.192122)  -0.54
C (-0.166597, -0.492860, 0.641590)  -0.04
C (-1.042767, -0.671835, 1.851376)  -0.14
C (-0.747127, -1.348607, 2.999126)  -0.01
N (-1.790424, -1.256075, 3.877311)  -0.52
C (-2.784360, -0.509267, 3.314499)  0.13
C (-4.028682, -0.138732, 3.808667)  -0.24
C (-4.834305, 0.629096, 2.996342)  -0.22
C (-4.417940, 1.021237, 1.720739)  -0.22
C (-3.186544, 0.658490, 1.224659)  -0.23
C (-2.348844, -0.118602, 2.025209)  -0.03
H (1.678876, -2.300362, -3.827593)  0.17
H (0.083114, -3.001014, -4.191358)  0.17
H (0.316810, -1.230105, -4.277666)  0.23
H (1.656446, -3.178843, -1.560922)  0.19
H (0.124524, -3.986200, -1.990457)  0.17
H (0.283878, -3.706043, 0.424523)  0.23
H (-1.037953, -2.675767, -0.193780)  0.21
H (3.920347, -1.913880, 2.681229)  0.24
H (4.869537, -0.053621, 4.031546)  0.22
H (3.852516, 2.192210, 3.887597)  0.21
H (1.914214, 2.577864, 2.414407)  0.23
H (0.012637, 1.558056, 1.235072)  0.25
H (0.856814, -0.237171, -1.631942)  0.44
H (2.280741, 0.424452, -3.363211)  0.20
H (2.520363, 1.997900, -2.553635)  0.23
H (1.253124, 2.241674, -4.618878)  0.19
H (-0.380495, 3.727912, -3.779052)  0.21
H (0.498784, 3.469931, -2.260004)  0.25
H (-1.151372, 1.980931, -1.448891)  0.20
H (-2.205354, 2.846780, -2.568481)  0.22
H (-2.257549, 1.009223, -4.040009)  0.18
H (-1.445642, 0.069425, -2.768959)  0.18
H (-0.816542, -0.388805, -0.236815)  0.22
H (0.137609, -1.900404, 3.253060)  0.22
H (-1.817171, -1.670819, 4.792876)  0.42
H (-4.349766, -0.442546, 4.794033)  0.21
H (-5.807857, 0.935705, 3.348386)  0.21
H (-5.081408, 1.622234, 1.116779)  0.21
H (-2.877108, 0.968026, 0.236872)  0.21

Forces on atoms 1 to 2 (eV/Å):
C 0.02 0.00 -0.26
O -0.15 0.13 0.32

Output
* SMILES: COCCN1C(=O)c2ccccc2[C@@H](C(=O)NC[C@@H]2CCCO2)[C@@H]1c1c[nH]c2ccccc12

Entry 5:
An isolated molecule of C6H12N2O2. Source: the Open Molecules 2025 dataset; level of theory: ωB97M-V/def2-TZVPD.

Each line ends with the natural charge from an NBO analysis.
Positions of all 22 atoms, in Å:
C (0.584761, 2.047948, 2.033250)  -0.61
C (0.304974, 0.694224, 1.373224)  -0.28
C (-1.183496, 0.521340, 1.060453)  -0.20
N (-1.483363, -0.865346, 0.722826)  -0.83
C (1.195912, 0.403432, 0.172934)  0.24
N (2.480195, 0.838342, 0.325246)  -0.81
C (0.839922, -0.318492, -0.931238)  -0.46
C (-0.455449, -0.962620, -1.232301)  0.77
O (-0.506047, -2.195253, -1.411354)  -0.64
O (-1.317277, -0.225386, -2.029156)  -0.70
H (0.540503, 2.889159, 1.324767)  0.21
H (-0.173194, 2.244987, 2.803000)  0.22
H (1.565964, 2.064341, 2.524059)  0.21
H (0.550509, -0.079063, 2.118427)  0.21
H (-1.767901, 0.874177, 1.924798)  0.18
H (-1.451350, 1.117572, 0.178491)  0.18
H (-0.832785, -1.543417, 1.108414)  0.41
H (-2.398559, -0.991588, 0.297287)  0.42
H (3.126646, 0.741716, -0.446020)  0.39
H (2.674008, 1.591813, 0.968625)  0.39
H (1.611672, -0.525392, -1.675799)  0.23
H (-1.122867, 0.714493, -1.957342)  0.47

Forces on atoms 1 to 2 (eV/Å):
C -0.12 0.29 0.02
C -0.18 -0.25 -0.11

Output
* SMILES: C[C@@H](CN)/C(N)=C\C(=O)O

Entry 6:
C5H5NO as an isolated structure. Source: the Open Molecules 2025 dataset; level of theory: ωB97M-V/def2-TZVPD.

Each line ends with the natural charge from an NBO analysis.
Positions of all 12 atoms, in Å:
O (-2.018655, -0.425828, 0.352970)  -0.55
C (-0.942610, -0.980338, 0.293007)  0.33
C (0.347001, -0.265583, 0.317172)  -0.38
C (0.443572, 1.179499, 0.244407)  -0.03
C (0.563885, 2.373517, 0.312538)  -0.13
C (1.560337, -0.976798, -0.089038)  0.27
N (2.535287, -1.546826, -0.349898)  -0.25
H (-1.446036, -0.017569, -1.423657)  0.04
H (-0.145758, -0.677881, 1.452840)  0.34
H (-0.761524, -2.066048, 0.240120)  0.16
H (-0.776904, -0.035824, -1.753950)  -0.05
H (0.641406, 3.439675, 0.403484)  0.25

Forces on atoms 1 to 2 (eV/Å):
O 0.00 -0.66 0.61
C -1.03 -0.16 -1.10

Entry 7:
A 2-piece molecular cluster, C2H2BrO2S overall. Source: the Open Molecules 2025 dataset; level of theory: ωB97M-V/def2-TZVPD.

Each line ends with the natural charge from an NBO analysis.
Positions of all 8 atoms, in Å:
C (1.182960, 1.399528, 0.302473)  1.06
C (-0.539386, -0.868904, -0.731700)  -0.73
O (0.490904, 1.551207, 1.222010)  -0.56
O (1.797304, 1.503713, -0.683761)  -0.54
S (-1.927668, -0.870237, 0.452984)  -0.14
Br (1.370529, -1.387365, 0.187625)  -0.35
H (-0.868988, -1.708443, -1.463200)  0.14
H (-1.505656, 0.380499, 0.713570)  0.12

Forces on atoms 1 to 2 (eV/Å):
C -0.27 0.83 -1.51
C -1.20 -0.60 -1.43

Output
* charge: -1

Asked for largest force on an atom across the records above, the calculation gives 4.74, 2.49, 1.15, 0.66, 4.50, 2.91, 1.96 eV/A in order.
Asked for ΔE to the lowest compared entry with this formula, charge and spin across the records above, the calculation gives 4.748, 4.446, 0.345, 0.494, 1.626, 5.815, 2.217 eV in order.